No. 1
{"formula": "C5H14N2O", "method": "ωB97M-V with the def2-TZVPD basis set", "orbital_gap_ev": 9.00, "spin_multiplicity": 1, "total_energy_ha": -383.59496, "homo_energy_ev": -8.21, "symbols": ["C", "C", "C", "C", "N", "N", "C", "H", "H", "H", "H", "H", "H", "H", "H", "H", "H", "H", "H", "O", "H", "H"], "positions_angstrom": [[2.2041, 0.0377, -1.0900], [0.8708, 0.0702, -0.8615], [0.0551, -1.2139, -0.7136], [-0.7668, -1.0817, 0.5643], [-1.6135, -2.2868, 0.5922], [0.2585, 1.2963, -0.6008], [-1.0077, 1.4600, -1.3286], [2.6854, -0.9203, -1.2340], [2.6203, 1.0039, -1.4083], [0.5410, -2.2123, -0.6723], [-0.5654, -1.2554, -1.6239], [-0.0670, -1.1059, 1.4525], [-1.4536, -0.2205, 0.6898], [-1.2958, -3.0095, 1.2201], [-2.5907, -2.1749, 0.8146], [0.8389, 2.0610, -0.3380], [-1.0449, 2.4156, -1.8570], [-1.8771, 1.4484, -0.6519], [-1.2767, 0.7824, -2.0876], [0.5032, 1.5526, 2.7110], [0.0286, 0.7766, 3.0695], [0.6271, 1.2460, 1.8047]], "forces_ev_per_a": [[-1.4, 0.5, -0.7], [3.0, -1.0, 0.5], [-0.5, 1.7, -0.1], [-0.8, -1.4, 1.0], [-0.4, -0.7, 0.3], [-1.9, -2.1, -0.9], [-0.6, 2.5, 1.5], [0.3, 0.3, 0.1], [0.5, -0.7, 0.4], [0.5, 1.1, -0.1], [-0.3, -0.2, 0.6], [-0.6, 0.3, -0.9], [0.8, -0.2, -0.5], [0.3, 0.0, 0.0], [0.0, 0.5, 0.0], [0.2, 0.5, -0.5], [0.1, 0.2, 0.2], [0.2, 0.2, 0.0], [0.6, -1.4, -0.8], [-0.5, -1.0, 0.1], [0.3, 0.7, 0.1], [0.1, 0.3, -0.3]]}



No. 2
{"formula": "C3H7N2S", "method": "ωB97M-V with the def2-TZVPD basis set", "orbital_gap_ev": 7.78, "charge": 1, "spin_multiplicity": 1, "total_energy_ha": -625.86753, "homo_energy_ev": -13.62, "symbols": ["H", "N", "N", "C", "C", "S", "C", "H", "H", "H", "H", "H", "H"], "positions_angstrom": [[-0.4665, 2.2424, -1.4895], [-0.9061, 1.7106, -0.7353], [-0.4373, 0.6352, -0.4402], [-0.9073, -0.2165, 0.6035], [0.2932, -0.7998, 1.3273], [1.6546, -1.0874, 0.1125], [0.9400, -0.0604, -1.1757], [-1.5130, -1.0174, 0.1556], [-1.5567, 0.3506, 1.2770], [0.6681, -0.1167, 2.0912], [0.0747, -1.7627, 1.7796], [0.5728, -0.6376, -2.0207], [1.5834, 0.7598, -1.4853]], "forces_ev_per_a": [[0.5, -0.5, -0.3], [-1.0, -0.1, 1.1], [3.2, -0.1, -2.8], [-0.9, -0.8, 1.3], [0.6, 0.2, 0.0], [-0.3, 0.0, 0.1], [-1.6, 0.7, 1.1], [0.2, 0.2, -0.2], [0.1, 0.0, -0.2], [-0.1, -0.1, -0.1], [-0.2, 0.1, 0.0], [-0.2, 0.1, 0.0], [-0.2, 0.2, 0.1]]}



No. 3
{"formula": "C5H11N", "method": "ωB97M-V with the def2-TZVPD basis set", "orbital_gap_ev": 10.20, "spin_multiplicity": 1, "total_energy_ha": -251.81447, "homo_energy_ev": -9.00, "symbols": ["C", "C", "C", "N", "C", "C", "H", "H", "H", "H", "H", "H", "H", "H", "H", "H", "H"], "positions_angstrom": [[-1.1018, -0.1707, 1.0419], [-0.4614, 0.6043, -0.1180], [-1.3009, 0.4752, -1.3875], [0.9250, 0.2380, -0.4573], [1.9082, 0.1504, 0.6006], [1.4323, -1.0724, -0.0939], [-0.9955, -1.2513, 0.8990], [-0.6721, 0.0894, 2.0171], [-2.1770, 0.0303, 1.0890], [-0.4185, 1.6667, 0.1582], [-1.4554, -0.5803, -1.6437], [-0.7873, 0.9583, -2.2236], [-2.2854, 0.9410, -1.2607], [1.5741, 0.2930, 1.6289], [2.8903, 0.5625, 0.3752], [2.0474, -1.5748, -0.8368], [0.8002, -1.7385, 0.4885]], "forces_ev_per_a": [[0.0, 0.0, 0.1], [-0.1, 0.0, 0.0], [0.0, 0.0, 0.0], [-0.1, 0.0, 0.0], [0.1, 0.1, 0.2], [0.0, -0.3, 0.0], [-0.1, 0.2, 0.0], [-0.1, -0.1, -0.2], [0.2, 0.1, 0.0], [0.0, -0.1, -0.1], [0.0, 0.1, 0.0], [-0.1, -0.1, 0.1], [0.2, -0.1, 0.0], [0.1, 0.0, -0.2], [-0.2, 0.0, 0.0], [-0.1, 0.2, 0.1], [0.2, 0.1, -0.1]]}



No. 4
{"formula": "C21H24AuIN2OS3", "method": "ωB97M-V with the def2-TZVPD basis set", "orbital_gap_ev": 7.37, "spin_multiplicity": 1, "total_energy_ha": -2627.30032, "homo_energy_ev": -7.02, "symbols": ["Au", "C", "C", "S", "C", "C", "S", "H", "H", "H", "H", "H", "H", "C", "C", "C", "C", "C", "C", "C", "S", "C", "O", "H", "H", "H", "H", "H", "H", "H", "H", "H", "H", "I", "C", "C", "N", "N", "C", "H", "H", "H", "C", "C", "C", "C", "C", "C", "H", "H", "H", "H", "H"], "positions_angstrom": [[0.0261, 0.6046, 2.0696], [-4.4024, 1.4726, 2.7790], [-3.0476, 0.8150, 2.7655], [-1.8547, 1.8277, 1.9396], [-2.7437, -0.3556, 3.3311], [-3.7069, -1.2102, 4.1083], [-1.1184, -1.0344, 3.2859], [-4.5776, 2.0001, 1.8393], [-4.4770, 2.2095, 3.5827], [-5.2049, 0.7471, 2.9019], [-4.7174, -0.8069, 4.1072], [-3.3800, -1.2947, 5.1470], [-3.7395, -2.2230, 3.6995], [-5.8118, 0.5702, -0.5759], [-4.7423, -0.4253, -0.2201], [-5.0438, -1.5733, 0.5082], [-4.0575, -2.4932, 0.8259], [-2.7589, -2.2658, 0.3977], [-2.4299, -1.1278, -0.3149], [-3.4252, -0.2140, -0.6176], [-1.4912, -3.4477, 0.8172], [-1.9318, -4.6815, -0.4133], [-0.1882, -2.8970, 0.2998], [-6.6835, 0.4636, 0.0692], [-6.1400, 0.4307, -1.6081], [-5.4422, 1.5919, -0.4869], [-6.0600, -1.7412, 0.8454], [-4.2986, -3.3708, 1.4156], [-1.4012, -0.9561, -0.6039], [-3.1672, 0.6939, -1.1491], [-1.8618, -4.2244, -1.3989], [-2.9441, -5.0325, -0.2186], [-1.2232, -5.5020, -0.3160], [5.7908, -1.5040, 3.0527], [3.8248, -1.3435, 2.4739], [3.0571, -2.2984, 1.8369], [1.8385, -1.7778, 1.6610], [1.7857, -0.5305, 2.1377], [2.9809, -0.2431, 2.6371], [3.2957, -3.2928, 1.5017], [1.0278, -2.1783, 1.1423], [3.1756, 0.7203, 3.0767], [2.4180, 3.9975, -0.4530], [2.4307, 2.6690, -0.8555], [1.7292, 1.7146, -0.1310], [0.9984, 2.0738, 1.0005], [0.9857, 3.4085, 1.3929], [1.6960, 4.3632, 0.6725], [2.9669, 4.7427, -1.0145], [2.9896, 2.3732, -1.7350], [1.7556, 0.6810, -0.4587], [0.4156, 3.7137, 2.2615], [1.6783, 5.3972, 0.9945]], "forces_ev_per_a": [[0.0, 0.0, 0.0], [0.0, 0.0, 0.0], [0.0, 0.0, 0.0], [0.0, 0.0, 0.0], [0.0, 0.0, 0.0], [0.0, 0.0, 0.0], [0.0, 0.0, 0.0], [0.0, 0.0, 0.0], [0.0, 0.0, 0.0], [0.0, 0.0, 0.0], [0.0, 0.0, 0.0], [0.0, 0.0, 0.0], [0.0, 0.0, 0.0], [0.0, 0.0, 0.0], [0.0, 0.0, 0.0], [0.0, 0.0, 0.0], [0.0, 0.0, 0.0], [0.0, 0.0, 0.0], [0.0, 0.0, 0.0], [0.0, 0.0, 0.0], [0.0, 0.0, 0.0], [0.0, 0.0, 0.0], [0.1, 0.0, -0.1], [0.0, 0.0, 0.0], [0.0, 0.0, 0.0], [0.0, 0.0, 0.0], [0.0, 0.0, 0.0], [0.0, 0.0, 0.0], [0.0, 0.0, 0.0], [0.0, 0.0, 0.0], [0.0, 0.0, 0.0], [0.0, 0.0, 0.0], [0.0, 0.0, 0.0], [0.0, 0.0, 0.0], [0.0, 0.0, 0.0], [0.0, 0.0, 0.0], [0.1, 0.1, -0.2], [0.1, 0.0, 0.0], [0.0, 0.0, 0.0], [0.0, 0.0, 0.0], [-0.1, -0.1, 0.2], [0.0, 0.0, 0.0], [0.0, 0.0, 0.0], [0.0, 0.0, 0.0], [0.0, 0.0, 0.0], [0.0, 0.0, 0.0], [0.0, 0.0, 0.0], [0.0, 0.0, 0.0], [0.0, 0.0, 0.0], [0.0, 0.0, 0.0], [0.0, 0.0, 0.0], [0.0, 0.0, 0.0], [0.0, 0.0, 0.0]]}